Formula: C2H7N2
Source: the Open Molecules 2025 dataset
Level of theory: ωB97M-V/def2-TZVPD

Calculated values
LUMO energy (spin up / spin down), eV: 1.322 / 1.252
Energy relative to the best compared isomer or geometry (same formula, charge and spin), eV: 0.033
Expectation value of S²: 0.7533

Geometry as ORCA input:
```
! wB97M-V def2-TZVPD RIJCOSX def2/J DEFGRID3
* xyz 0 2
C 0.2981 1.3816 -0.8906
N -0.4270 -1.6280 1.1482
H 0.1064 0.8871 -1.8375
H -0.5288 2.0884 -0.7754
H 0.2682 -1.8313 1.8402
H -0.6609 -1.0474 -0.8962
N 0.4163 0.4276 0.1615
H 0.7908 0.7540 1.0358
C -0.2127 -0.8120 0.0516
H -1.2613 -2.1776 1.1988
H 1.2109 1.9576 -1.0365
*
```

Formula: C2FN3O
Source: the Open Molecules 2025 dataset
Level of theory: ωB97M-V/def2-TZVPD

Calculated values
LUMO energy (spin up / spin down), eV: 0.804 / -4.099
Energy relative to the best compared isomer or geometry (same formula, charge and spin), eV: 0.000
Expectation value of S²: 2.0203

Geometry as ORCA input:
```
! wB97M-V def2-TZVPD RIJCOSX def2/J DEFGRID3
* xyz 0 3
N 0.9703 -0.6792 -0.7826
C -0.1803 -0.1419 -0.8689
O -1.5547 0.9945 0.8922
F -0.9264 -0.0553 -1.9236
N 0.5834 0.0524 1.2708
C -0.5804 0.4221 0.5290
N 1.3774 -0.5298 0.5453
*
```

Formula: C33H51HgN4O2S2
Source: the Open Molecules 2025 dataset
Level of theory: ωB97M-V/def2-TZVPD

Calculated values
LUMO energy (spin up / spin down), eV: 3.778 / 3.775
Energy relative to the best compared isomer or geometry (same formula, charge and spin), eV: 2.884
Expectation value of S²: 0.7650

Geometry as ORCA input:
```
! wB97M-V def2-TZVPD RIJCOSX def2/J DEFGRID3
* xyz -2 2
H -1.2687 4.2060 2.7314
C 2.9216 -1.0350 3.2592
C -1.7562 -2.8345 1.7138
H -2.8794 4.0831 3.4659
H -2.0125 -2.3419 -6.8206
C -0.5640 -3.7709 1.4645
H -1.6733 1.2334 4.9067
H 1.1722 0.3713 1.7705
C 0.5102 5.9303 -1.7175
C -0.0170 -2.6628 -6.0762
H 1.8206 -1.0760 5.7650
H -0.2947 0.9533 7.3867
H -1.8181 3.5393 0.5869
C 0.2136 5.2212 -2.8946
H -0.1416 -3.7258 -5.8456
N -1.8676 -1.1729 -0.3201
S 1.5931 -0.5508 -3.2199
C 4.3010 -3.3444 -3.2713
H 1.2536 7.5489 -5.1693
C 1.0435 7.1091 -4.1998
H -3.0993 -1.6852 -4.7968
C -2.6100 2.8803 0.9530
C -1.4089 -1.3273 -3.5281
H -0.6834 -4.3093 0.5190
S -0.5287 3.6372 -2.9279
H -0.7013 -1.4373 3.0178
C -3.4826 1.5415 2.8338
H 0.4377 -2.5798 -7.0674
C 0.0201 0.0805 5.4409
H 1.2713 7.7362 -0.8841
H 3.9428 -4.3741 -3.3692
H 3.1850 -1.8938 3.8827
H 5.6167 -3.7080 -1.6060
H 0.2599 5.2986 -5.0381
H -3.5361 3.4644 0.9992
C -0.7590 0.7874 4.5368
H -2.4372 -1.4528 3.2539
O -0.6951 5.9071 0.3008
H -2.1588 -3.1359 -4.4371
H 0.6767 -2.2293 -5.3525
H 2.8998 -1.3111 -1.1254
H -0.4957 -4.5000 2.2742
C -1.5759 -2.0887 3.0400
C 1.0608 7.2058 -1.8065
C -3.0659 -3.6362 1.7196
N -0.4715 -2.1666 -2.7844
H 3.2214 -4.3045 -0.9903
H -2.7423 2.0545 0.2459
C 0.8428 0.2698 2.8024
H 3.4938 -2.6655 -3.5527
C -1.8184 -1.8829 0.5847
C -1.9572 3.5315 3.2474
H -3.9042 -2.9873 1.9748
C 1.6183 -0.4137 3.7059
C 2.5491 -2.2671 -0.7432
H -0.9084 -2.8236 -2.1581
H 3.7403 -0.3121 3.3232
C 1.2123 -0.5310 5.0485
N -1.0907 1.4672 2.1590
H -0.8477 -0.4692 -3.8899
H 1.7730 8.7950 -3.0697
C -2.2461 2.3264 2.3334
C -1.3636 -1.9394 -6.0353
C 3.6670 -3.3221 -0.7963
C -0.4071 0.9158 3.1427
H 2.2514 -2.1200 0.2974
H 5.1241 -3.1993 -3.9765
C 0.4964 5.8367 -4.1270
H 2.8621 -1.3670 2.2195
H 5.0921 -2.0307 -1.7557
H -3.6556 0.6888 2.1679
H 0.3647 -3.1968 1.4348
H -4.3718 2.1829 2.8118
H -3.2610 -4.0808 0.7411
H -1.4805 -0.2788 6.9569
H -1.2105 -0.8774 -6.2487
H -1.4585 -2.8139 3.8500
C 1.3384 7.8017 -3.0300
C -2.0817 -2.0715 -4.6908
H -2.1587 -0.9580 -2.8306
C 0.2315 5.3569 -0.3294
H 0.1587 -0.7558 7.4265
H -1.4960 3.2247 4.1877
O 0.9994 4.4266 0.0122
H -3.3611 1.1633 3.8512
Hg 0.2411 1.7726 -0.5269
H 0.7195 -3.2329 -1.0512
C 4.7588 -3.0692 -1.8385
C -0.4242 -0.0089 6.8825
C 0.7997 -1.8045 -2.4663
H -3.0046 -4.4357 2.4618
N 1.3648 -2.6163 -1.5191
H 4.1314 -3.3626 0.1929
*
```

Formula: C32H61NO21
Source: the Open Molecules 2025 dataset
Level of theory: ωB97M-V/def2-TZVPD

Calculated values
SMILES string: CCOC(=O)OC.CCOC(=O)OC.CCOC(=O)OC.CCOC(=O)OC.CCOC(=O)OC.CCOC(=O)OC.CCOC(=O)OC.c1cc[nH]c1
LUMO energy, eV: 0.460
Energy relative to the best compared isomer or geometry (same formula, charge and spin), eV: 3.077

Geometry as ORCA input:
```
! wB97M-V def2-TZVPD RIJCOSX def2/J DEFGRID3
* xyz 0 1
O -2.9256 1.9397 5.7955
O 0.9842 0.1426 -0.2437
H -4.7594 1.1009 1.9949
O -1.8764 0.4840 4.4542
H 5.3171 -0.0786 2.8756
H -5.9950 -2.4193 -0.8792
O -4.1480 0.5155 4.6387
C -4.4352 -6.4171 -1.7141
H 0.1736 1.7438 -1.3092
O -1.4221 -7.4275 -0.9935
H -3.9170 3.7948 2.5278
H 7.1757 1.8406 -1.4589
H -1.2918 -9.5063 -1.1048
O -1.0696 0.6132 0.6826
H -1.0145 1.7905 6.4983
C -1.4296 -0.7349 -3.6489
H -5.4157 -0.8650 -0.5251
O -3.7881 -3.7800 -1.0665
C 0.4567 7.4616 3.0083
C -3.9202 -2.4248 -0.5738
O -3.2094 -3.4978 -3.3105
N 3.4482 2.2795 4.1671
O 6.4031 3.7384 -1.0668
H 1.6959 -5.0771 -1.6023
H -1.9395 -1.7439 1.5929
C -0.4097 5.2708 2.3783
C -4.1803 0.1925 2.1612
H 0.7110 -4.8189 -2.9490
C -0.5021 -6.8971 -1.8171
H -3.9303 -2.3860 0.5154
C -4.2996 -0.4186 3.5934
O -3.8548 -5.5382 -2.6298
C 1.1232 1.3218 -0.9802
H 3.5025 0.1177 -5.9453
H 1.8574 3.4122 -0.6077
C 2.5634 1.2978 3.8158
H 7.7828 1.4083 0.9643
H 1.3313 7.1249 3.5649
H 1.4144 2.4836 0.9070
C 7.1850 2.2569 0.6316
H -3.7559 -6.6083 -0.8834
C 3.1077 0.2258 3.1173
H 5.6107 2.1241 4.3161
H 4.0801 5.7883 -3.4296
C -1.6920 2.5737 6.1580
H 6.1405 2.1205 0.9118
H -3.0714 -1.8457 -0.9374
C 0.6803 -4.7767 -1.8603
H -0.8127 -2.6334 2.4918
O 5.3374 2.7685 -2.8407
C 1.8028 2.4436 -0.1107
H -2.3454 -8.6832 -2.2692
H 2.8496 2.1577 -0.0081
H -1.7442 -1.1166 -2.6776
C -1.0266 -1.6129 2.1740
H -5.0815 -1.4690 -2.1818
H -1.7342 -2.4198 -4.9745
C -1.9892 3.5357 1.8190
C -5.1804 -1.7402 -1.1307
H 8.3884 2.9181 -0.9405
H -0.5818 -0.0683 -3.4910
O 0.1554 -1.1804 1.3311
H 7.4115 3.1091 1.2724
C -0.8911 -1.8878 -4.5338
H 3.2965 3.0562 4.7947
H 3.6649 -1.0171 -7.2694
H -3.9356 2.8554 1.0875
H -1.2426 -1.0525 3.0836
O 0.0052 -7.3935 -2.7730
C -2.9013 0.9439 4.8507
H 1.5180 1.4608 4.0326
C -3.4774 3.7390 1.5319
H 0.7544 -3.2778 -0.3987
O 1.8512 -1.0460 -4.4755
C -3.5567 -4.1937 -2.3962
C 3.0039 -0.2672 -6.8349
O 4.6515 4.6581 -1.7153
C -1.9578 -8.6560 -1.2508
C 5.5018 3.6331 -1.9601
H -3.1234 0.2807 1.9099
O -1.5720 4.5993 2.6491
O -0.4678 6.3840 3.2049
H 2.8814 5.5604 -2.2615
C 1.1507 -0.9398 -5.5241
O -0.2268 -5.7275 -1.2276
H -5.3085 -5.8745 -1.3520
H -1.8018 2.5962 2.3391
H -4.6712 -7.2656 -2.3563
H -2.2151 -0.1343 -4.1076
H 2.6720 -0.6416 2.6438
O 0.4332 5.0810 1.4858
H 3.2467 4.2355 -3.2825
C 3.7216 5.0407 -2.7220
H -4.6476 -0.4653 1.4283
H 2.8685 0.6006 -7.4805
H 0.0879 8.3287 3.5562
O -0.1287 -1.3376 -5.6464
H -5.3020 -0.7887 3.8084
H -3.6559 4.5978 0.8849
H -3.6166 -1.2343 3.8305
O 1.6629 -0.6604 -6.7559
H -1.3923 3.3721 0.9218
C -0.0482 -0.0426 0.6572
C 4.6895 1.7025 3.9418
H -0.2939 -2.6058 -3.9718
H -2.7326 -8.8158 -0.5009
H 1.6945 1.1088 -1.8838
C 7.3234 2.7158 -0.8263
C 4.4668 0.5011 3.2030
H -1.7627 3.4274 6.8320
H -1.0330 2.9199 5.3618
H -0.7575 -3.5101 -1.2503
H 0.5453 -2.6024 -2.0601
C 0.3209 -3.4300 -1.3871
H 0.7667 7.5579 1.9678
*
```